No. 1
164
Properties=species:S:1:pos:R:3:forces:R:3:lowdin_charge:R:1 method="wB97M-V/def2-TZVPD" homo_lumo_gap_ev=6.29 homo_energy_ev=-10.35 charge=+1 de_lowest_kj_mol=0.00
S -5.0538 1.1531 -2.8887 2.5 -1.0 0.2 0.67
S 5.5377 -3.5243 1.8665 -0.3 -0.3 0.1 0.64
S -2.1107 1.6071 -3.2922 -0.5 -1.3 1.6 0.82
F -7.1840 0.1394 1.5374 0.0 0.0 -0.2 0.08
F 7.4576 -1.9489 -8.6407 0.1 -0.1 0.0 0.09
F 4.6997 -0.7688 5.6530 0.1 0.1 -0.2 0.09
F -2.0415 -2.2392 7.5050 0.0 -0.1 0.1 0.09
F -9.5546 2.5630 1.2613 0.2 -0.1 0.2 0.07
F -2.8748 5.3557 -0.2392 0.0 -0.1 -0.2 0.07
F -3.9841 -4.9218 4.6757 0.3 0.1 -0.1 0.07
F -6.7643 4.1837 2.9667 -0.2 -0.1 -0.3 0.06
O -8.7171 3.1787 -0.7305 0.0 0.7 0.1 0.14
O -5.1083 1.4499 3.9281 0.6 -0.1 -0.6 0.06
O 1.4403 -3.6513 4.8484 0.4 1.0 0.2 0.18
O -6.5778 6.3157 3.6539 0.7 -0.2 0.0 0.14
O 6.6299 -2.8843 -6.7724 -0.7 -0.4 0.0 0.14
O 1.8886 4.3238 1.3092 0.7 -1.9 -0.4 0.09
O -7.3305 -5.6184 4.3938 0.5 -0.5 -0.2 0.08
O -5.9083 8.0571 4.9340 0.1 -1.1 -0.3 0.19
O -2.7131 -1.2651 4.2919 -1.0 -0.5 0.2 0.08
O -4.1278 -3.1330 -0.2893 0.2 1.3 -0.7 -0.19
O -3.7275 -2.2938 6.0191 0.0 0.2 -1.0 0.15
O 5.4573 0.5784 0.2334 -2.1 0.4 -2.2 0.08
O -7.2391 -7.8188 3.8780 0.5 1.0 0.2 0.18
O -4.7790 6.0983 5.0013 -0.5 0.2 -0.4 0.08
O 1.3556 -1.4519 5.3690 0.5 -0.4 -0.2 0.04
O 3.3499 -2.4554 5.0403 -0.7 0.5 -0.3 0.14
O 3.2098 3.9279 -0.2474 2.2 -0.3 -1.1 -0.10
O -8.5753 4.2925 -2.6946 -0.4 -0.1 1.0 0.17
O -0.9063 7.2682 1.8115 -0.4 0.2 -0.3 0.08
O -2.0714 9.2068 1.7900 0.1 -1.1 -0.3 0.19
O 4.4613 -3.0153 -7.3724 0.5 -0.2 0.6 0.06
O -9.8662 5.0990 -1.0206 0.5 -0.5 -0.1 0.08
O -4.9190 -1.7591 4.1720 0.9 -0.1 0.6 0.14
O -5.3324 -6.6150 4.0650 -0.4 0.5 -0.3 0.14
O -2.7216 7.4767 0.4859 0.7 -0.1 0.0 0.14
O -4.9968 0.5534 1.8602 0.4 0.2 1.0 0.11
O -3.1468 1.4629 2.7963 -0.9 0.0 0.0 0.14
O 5.0797 -3.5344 -5.2576 0.3 0.4 -0.8 0.14
N -3.2380 -0.7470 -1.9497 -0.7 1.2 -0.7 -0.23
N 1.4348 -3.7266 -3.0783 -0.5 1.4 0.0 -0.02
N 2.6320 3.4839 0.9243 -1.4 1.8 1.4 -0.02
N 4.4300 2.1240 -1.2077 -0.2 -2.0 -0.4 0.03
C 3.7872 2.1459 -2.5589 1.6 -0.5 -2.5 -0.06
C -1.9163 8.0893 1.4009 -0.2 1.8 0.9 -0.53
C 4.8158 0.8589 -0.9907 1.3 0.9 2.1 -0.10
C 7.9522 0.0509 -1.5863 0.3 -4.0 -0.5 -0.03
C 3.5611 -1.0603 4.9828 0.8 -0.2 0.4 -0.33
C 3.1561 0.6270 -4.4395 -0.9 -0.2 -0.6 -0.14
C -4.3117 1.1825 2.8545 1.1 0.3 0.0 -0.54
C -3.4857 -0.6551 -0.4831 0.5 0.2 1.2 -0.17
C -6.6861 -6.7823 4.0945 -1.1 -1.5 -0.1 -0.53
C -1.1508 5.9990 1.2247 0.7 -0.5 0.4 -0.07
C 7.5633 -2.4522 -2.4142 1.7 1.7 1.5 -0.02
C 7.0692 -0.9590 -2.3513 3.0 -2.1 1.5 -0.17
C -0.6991 1.1860 -2.1680 1.1 -1.7 0.1 -0.49
C 5.6940 -0.6520 -3.0915 0.9 1.1 -0.2 -0.07
C 4.7034 -2.4958 -0.6208 0.4 0.8 0.9 -0.24
C -2.3322 -2.4400 6.1984 0.2 -0.2 0.8 -0.31
C -6.3245 -4.6668 4.7095 -0.5 0.9 0.3 -0.07
C -1.9970 6.3491 0.0419 -0.7 -0.3 -0.2 -0.33
C -3.8794 -1.7692 4.7752 -0.5 0.1 -0.3 -0.50
C 6.5780 -2.8705 -8.1860 0.7 0.4 -0.3 -0.32
C 8.8430 -2.9729 -1.7297 -1.7 4.0 0.0 -0.01
C -3.2153 -2.1097 0.1823 0.7 0.6 -0.2 -0.15
C -5.7698 6.9301 4.5667 -0.1 1.8 0.9 -0.52
C -1.7657 -1.3497 5.3489 1.0 0.4 -0.3 -0.05
C -10.2522 4.5607 0.2363 -0.7 0.7 0.4 -0.06
C 4.0769 -3.1855 0.7231 0.9 1.7 -1.2 -0.49
C -6.4315 1.0872 3.5502 -0.8 0.2 0.7 -0.05
C -9.0138 4.1974 -1.5868 0.4 0.3 -1.7 -0.53
C 3.7318 -1.3807 -1.2514 0.5 -1.6 0.2 -0.13
C -5.1268 -5.2193 4.0045 0.4 -0.1 0.1 -0.32
C 4.4710 -0.2582 -2.1352 -1.7 1.1 1.7 -0.19
C 1.9983 -2.6178 5.0678 -0.7 -1.6 -0.1 -0.52
C -5.0417 4.8230 4.4346 0.8 -0.6 0.4 -0.07
C 10.9984 -2.5299 -0.1803 -1.6 0.4 0.4 -0.09
C -9.1234 3.6297 0.5447 0.0 -0.6 0.2 -0.33
C -4.0255 -1.8795 -2.5298 0.0 -2.3 -0.4 -0.16
C 2.3648 -0.5035 5.6880 -0.4 0.9 0.3 -0.06
C -3.5013 0.5341 -2.6457 -1.4 0.6 0.4 -0.99
C 0.7560 1.6048 -2.7801 -0.7 0.1 1.5 -0.22
C 5.3644 -3.1750 -6.3656 -0.4 -0.4 1.1 -0.53
C 4.5554 3.3423 -0.3680 -0.7 0.5 0.6 -0.06
C 9.2455 -0.4692 -0.8878 -1.5 -1.8 -1.2 -0.02
C -4.9078 -2.6823 -1.4322 -0.8 0.2 -0.1 -0.16
C 5.1700 -2.4558 -8.4708 -0.6 0.2 -0.8 -0.06
C -5.8694 5.1681 3.2391 -0.4 0.0 -0.1 -0.31
C 3.2815 0.6270 -2.8375 -0.4 2.1 -1.3 -0.29
C 9.6969 -1.9593 -0.9264 -2.3 0.4 -1.8 -0.20
C 2.4675 -1.9811 -4.7063 -1.4 0.1 -0.9 -0.16
C 1.7897 0.4971 -2.2558 0.5 0.2 0.9 -0.15
C 2.1256 -0.4441 -5.0467 0.6 -0.2 -1.0 -0.17
C -6.1927 0.0938 2.4614 -0.9 -0.5 -0.7 -0.32
C 1.1260 -2.6863 -4.1329 0.4 -0.5 -0.5 -0.25
H 3.2258 -0.8577 -0.3519 0.5 -0.9 -1.6 0.12
H 3.6552 -0.7459 3.9387 0.2 0.0 0.1 0.16
H 5.0419 -1.3696 -8.4703 0.2 -0.1 0.0 0.15
H 0.7017 1.7213 -3.9112 0.1 -0.2 1.6 0.10
H -6.9647 1.9748 3.2018 0.0 -0.2 -0.2 0.12
H 4.9032 3.1360 0.6982 -0.1 0.0 -1.7 0.15
H -4.6537 -1.6016 -3.4454 0.7 -0.1 1.6 0.11
H -4.5307 -0.2485 -0.2331 1.5 -0.7 -0.5 0.11
H -0.8269 1.5557 -1.0919 0.1 -0.2 -1.6 0.09
H 9.0998 -4.0855 -1.8175 -0.3 2.0 0.2 0.11
H 5.4175 -1.5022 -3.8219 0.3 1.2 1.5 0.12
H -4.1145 4.3143 4.1657 0.0 0.2 0.1 0.14
H 1.8731 0.6478 -1.1099 -0.4 -0.3 -1.7 0.13
H 1.3692 -0.5506 -2.4070 0.6 1.4 0.0 0.10
H -0.7730 -1.5923 4.9689 -0.4 0.0 -0.1 0.12
H 5.2013 4.1585 -0.8436 -0.9 -1.4 0.4 0.18
H -2.0266 -3.4473 5.9016 0.0 0.0 0.2 0.18
H 6.8434 -3.8584 -8.5730 0.1 0.1 0.0 0.18
H 2.1983 -0.3387 -6.1978 -0.2 0.0 1.8 0.12
H 3.4144 -2.3863 1.2185 0.7 -1.5 -0.7 0.06
H 5.8854 0.2691 -3.7677 -0.3 -1.4 1.0 0.13
H -11.2095 4.0425 0.1314 0.2 -0.2 0.1 0.15
H -5.3906 -3.6327 -1.8757 1.0 1.6 0.5 0.14
H 1.0256 -3.3328 -2.2095 0.7 -0.8 -0.6 0.06
H 4.9981 1.0495 0.9760 0.6 -0.3 -0.9 0.14
H 0.3706 -1.9568 -3.6857 1.1 -0.7 -0.7 0.09
H 2.7439 1.6695 -4.7321 0.8 -1.6 0.4 0.13
H -5.0349 -4.9056 2.9604 0.2 0.0 0.1 0.18
H 2.0954 0.4916 5.3302 -0.2 -0.2 0.0 0.14
H 11.7130 -3.0887 -0.8678 -0.9 1.1 0.8 0.09
H 7.5902 1.1359 -1.5394 1.0 -1.7 0.1 0.09
H -6.9767 0.6590 4.3925 0.3 0.0 0.0 0.15
H -8.2783 4.1010 1.0540 -0.1 -0.2 0.1 0.16
H 1.0243 -0.2354 -4.7989 1.7 -0.1 -0.2 0.10
H 0.5891 -3.1882 -5.0273 0.8 0.8 1.4 0.12
H 3.5231 -4.1563 0.4946 0.8 1.4 0.6 0.09
H 1.0132 2.5993 -2.2495 -0.3 -1.4 -1.3 0.11
H -3.2499 -2.6513 -2.9131 -1.2 1.1 0.6 0.13
H 5.6373 -1.9289 -0.2427 -1.4 -1.1 -0.9 0.07
H -6.0581 -0.9319 2.8101 -0.2 0.3 -0.4 0.14
H 4.6995 2.2433 -3.2692 -1.4 0.2 0.9 0.15
H 2.4532 -3.8253 -2.9658 -0.7 0.0 0.0 0.05
H -1.4294 6.6072 -0.8570 -0.2 -0.1 0.0 0.18
H 6.9248 -3.2072 -2.9914 1.0 1.3 0.9 0.10
H 6.5116 -2.5537 1.6497 -1.3 -0.5 -0.4 -0.13
H -1.7177 -0.3893 5.8704 -0.1 -0.2 0.1 0.16
H -3.2573 -2.0705 1.3327 -0.1 0.1 -1.8 0.12
H -10.3597 5.3477 0.9844 0.1 0.1 -0.2 0.15
H 2.6881 -2.5179 -5.7043 -0.1 0.9 1.8 0.10
H -0.2173 5.5128 0.9395 0.0 0.2 0.1 0.11
H -5.5828 4.2077 5.1591 -0.1 0.0 -0.2 0.15
H 11.4630 -1.6648 0.3970 -0.2 -1.3 -0.9 0.08
H 9.8796 0.2823 -0.2900 -1.1 -1.4 -1.1 0.10
H 3.1062 3.0071 -2.8568 0.7 -1.3 1.2 0.15
H -5.7760 -2.0629 -1.0121 1.2 -0.5 -0.9 0.13
H 10.6053 -3.3019 0.5842 0.7 1.2 -1.1 0.09
H -5.2876 5.3994 2.3418 -0.2 -0.1 -0.1 0.18
H 5.0459 -3.2830 -1.3726 -0.6 1.1 1.0 0.12
H -1.6741 5.3614 1.9433 -0.2 0.0 -0.2 0.15
H 3.3826 -2.1117 -4.0399 -1.4 0.2 -0.7 0.08
H -6.1937 -4.6241 5.7947 0.2 -0.1 -0.1 0.15
H -2.7280 0.1049 -0.0550 -1.2 -1.3 -0.4 0.13
H -0.6749 0.0298 -2.0934 -0.3 1.8 -0.1 0.07
H -2.1467 -2.4435 -0.1099 -1.5 0.6 0.4 0.13
H -6.5972 -3.6741 4.3504 -0.1 -0.2 0.0 0.13
H 2.4952 -0.4628 6.7729 0.2 -0.1 -0.1 0.15
H 2.9625 -1.9529 -1.8975 1.0 1.3 1.1 0.10
H 4.8025 -2.8516 -9.4184 -0.1 -0.1 0.2 0.15
H 4.1390 0.5130 -5.0059 -1.1 0.1 1.0 0.12

***

No. 2
158
Properties=species:S:1:pos:R:3:forces:R:3:lowdin_charge:R:1 method="wB97M-V/def2-TZVPD" homo_lumo_gap_ev=7.13 homo_energy_ev=-11.45 charge=+1
Br -1.2159 0.9514 3.1989 1.1 1.2 0.0 0.79
Cl -0.5930 -3.7304 2.4307 1.3 0.5 -0.4 0.39
S 0.7044 -3.0242 0.9712 -1.2 -0.2 -7.1 0.43
F 0.7110 4.0619 0.6888 0.6 -0.5 -0.1 0.10
O 4.5343 -0.2767 0.1884 -1.0 2.4 -0.1 -0.01
O 0.1658 -1.7285 0.4197 1.5 -2.1 2.8 -0.43
O 0.6905 -4.0355 -0.1672 0.5 2.0 4.0 -0.41
O 5.4235 2.9638 -2.7250 -3.3 -2.1 -1.9 0.02
O -0.6574 4.3506 -3.0999 1.0 -0.4 2.1 -0.08
O -0.8260 3.7489 3.3119 2.1 -4.5 -0.3 -0.03
N -0.9402 -12.0338 4.3792 2.3 2.7 -1.5 0.11
N -2.3701 6.4827 8.0580 0.7 -0.7 -3.7 0.12
N -10.7327 3.4317 -1.1143 -1.2 -3.3 -1.6 0.11
N 4.8641 -12.9651 3.2140 -3.0 -1.5 1.8 0.11
N -3.8806 -1.7223 -7.4380 2.8 -0.5 2.6 0.12
N 1.0132 6.6181 -2.9914 -0.9 2.2 -3.2 0.13
N -2.8040 -1.6706 3.1181 -1.7 0.9 -3.4 0.06
N 4.3953 -4.9671 3.4413 -0.1 -3.3 -2.0 0.12
N -0.8597 -8.5269 -0.0844 -2.3 0.8 3.0 0.12
N 4.9411 5.1138 -7.3210 2.8 -0.5 2.6 0.10
N -1.9335 7.0835 -7.9572 2.3 2.7 -1.5 0.12
N -6.1085 5.5642 -4.9740 2.2 -1.6 -3.0 0.13
N -8.3027 0.9135 -4.2035 0.9 3.8 0.6 0.10
N 1.6063 3.0578 0.5384 2.9 -3.5 -0.3 0.03
N -0.6050 10.8862 7.5412 -3.1 -1.4 1.9 0.12
N -4.1227 2.4198 -3.3843 -1.4 -4.2 -1.9 0.12
N -0.5137 9.5212 2.7438 -2.3 0.8 3.0 0.10
N 4.0563 -9.8676 3.9004 2.8 -0.5 2.6 0.12
N -1.2527 1.0935 -2.2703 0.6 0.4 0.0 -0.02
N 8.5172 -11.8776 5.2070 0.9 -0.8 -3.8 0.12
C -1.5662 -8.2912 0.8325 1.5 -0.5 -2.0 -0.26
C 0.6529 -10.1563 3.3190 -0.6 -0.7 0.3 -0.08
C 6.0161 -10.2339 5.6915 -0.8 0.3 -0.7 -0.07
C -1.8604 5.9758 5.4752 -0.2 0.2 0.9 -0.07
C -1.5620 10.4649 8.0921 2.2 0.9 -1.0 -0.24
C 4.9204 -10.0261 4.6909 -1.9 0.3 -1.6 -0.22
C 1.9919 2.3355 1.7401 1.7 -2.2 -0.4 -0.01
C -2.1326 10.1195 4.7952 0.6 -0.1 -0.7 -0.07
C 3.5926 0.7885 0.2404 -1.9 2.7 0.6 -0.08
C 8.9860 -12.3619 2.6128 -0.1 0.2 0.9 -0.06
C 1.5257 3.6267 -2.0244 -0.3 -0.2 1.0 -0.06
C 3.7177 1.1793 -2.4491 -0.3 -0.5 0.5 -0.09
C -4.4872 1.3880 -3.8580 1.0 3.1 1.4 -0.23
C -2.7767 9.9265 8.7852 0.8 0.3 -0.3 -0.06
C 1.4007 2.7263 3.1752 -0.1 -0.3 -0.1 -0.07
C 4.3657 -5.9820 2.8348 0.1 2.2 1.3 -0.22
C -0.2220 2.6586 3.2272 -1.0 4.4 0.2 -0.70
C -1.9130 -2.1244 -5.6617 -0.7 0.1 -0.6 -0.06
C -2.1467 6.2585 6.9199 -0.5 0.5 2.5 -0.23
C -3.0131 -1.9002 -6.6562 -1.9 0.3 -1.8 -0.26
C 0.3740 7.9575 -5.2214 0.2 -0.5 0.7 -0.05
C -3.2831 -1.4225 2.0662 1.0 -0.6 2.3 -0.29
C 0.7308 7.2103 -3.9732 0.7 -1.2 2.1 -0.18
C 2.9926 1.1547 1.6429 -0.1 1.7 -2.4 0.00
C 5.8082 4.9553 -6.5344 -1.9 0.4 -1.8 -0.26
C -7.7407 3.5063 -3.7953 -0.4 -1.1 -0.2 -0.08
C -1.2269 9.7852 3.6482 1.5 -0.6 -2.0 -0.25
C 3.1321 1.6013 -1.0282 -0.7 0.1 3.7 0.01
C 2.2039 -0.7698 3.1640 -0.5 0.0 -0.6 -0.19
C 3.9118 -13.3977 3.7629 2.1 0.9 -1.2 -0.25
C 4.4620 2.3514 -3.2440 1.5 1.2 1.5 -0.20
C -3.8902 -1.1088 0.7320 0.3 -0.2 0.8 -0.05
C 4.3289 -7.2691 2.0671 0.1 0.8 0.4 -0.06
C -0.1699 1.8845 -2.9375 -0.4 0.8 1.2 -0.19
C -4.9588 0.0996 -4.4583 0.3 0.8 0.3 -0.06
C 2.6433 -2.3161 3.0235 0.1 0.6 0.9 -0.24
C -2.4617 -7.9931 1.9980 0.5 -0.2 -0.7 -0.07
C 2.0970 2.7500 -0.7953 1.0 -1.2 -0.3 0.02
C 8.7249 -12.0904 4.0635 -0.4 0.4 2.5 -0.22
C -8.0506 2.0569 -4.0274 -0.7 -2.5 -0.2 -0.23
C -11.1011 2.4163 -1.5928 0.8 2.2 1.0 -0.26
C -0.3548 8.9555 -9.0486 -0.5 -0.6 0.4 -0.06
C 2.7028 -13.9470 4.4601 0.7 0.4 -0.5 -0.06
C 2.4662 -2.9145 1.5489 1.5 -0.6 1.9 -0.24
C -0.0793 3.3484 -2.2104 0.9 -0.4 -1.3 -0.31
C 6.9085 4.7548 -5.5358 -0.6 0.1 -0.6 -0.07
C -4.7703 4.2533 -6.8914 -0.4 0.4 0.6 -0.05
C -1.2380 7.9085 -8.4384 -1.6 -1.8 1.0 -0.25
C -11.5658 1.1274 -2.2022 0.3 0.8 0.3 -0.07
C -5.5192 4.9857 -5.8195 -1.1 1.5 1.8 -0.23
C 3.4503 0.2629 2.9152 -1.6 0.0 -0.6 -0.11
C -0.2384 -11.2060 3.9117 -1.6 -1.8 1.0 -0.26
H -0.8897 6.3921 5.2007 -0.1 0.0 0.1 0.08
H 2.0625 -2.9141 3.8188 0.8 0.7 -1.5 0.11
H 6.9404 -10.5051 5.1787 -0.3 0.0 0.1 0.01
H 9.9561 -11.9517 2.3275 -0.1 0.0 0.1 0.08
H -4.5408 3.2400 -6.5570 -0.1 0.1 0.1 0.06
H 1.7644 2.0259 4.0172 -0.3 0.8 -1.8 0.12
H 7.8351 4.4950 -6.0503 -0.1 0.0 0.0 0.08
H -1.8625 -7.6933 2.8594 0.0 0.0 -0.1 0.07
H -0.3390 9.8434 -8.4143 -0.1 -0.1 0.0 0.08
H -2.5981 8.8957 9.0968 0.0 0.1 -0.1 0.05
H -8.6547 4.0430 -3.5339 0.0 -0.1 0.0 0.08
H -0.1174 7.2857 -5.9276 0.0 0.0 0.2 0.05
H -3.2673 -0.3862 0.2018 0.0 -0.1 0.1 0.07
H 2.8673 -3.9967 1.5740 -1.0 1.6 -0.1 0.09
H 3.2944 -7.5758 1.9057 0.1 0.0 0.1 0.08
H 1.2765 8.3622 -5.6830 0.0 -0.1 0.1 0.08
H 4.8477 -8.0493 2.6251 -0.2 0.1 0.0 0.03
H -0.7315 9.2292 -10.0353 0.0 -0.1 0.1 0.08
H 1.8406 -13.9110 3.7921 0.1 0.0 0.0 0.07
H 3.6453 0.8946 3.8468 -0.2 -0.8 -1.5 0.12
H -3.9657 -2.0196 0.1357 0.1 0.1 0.1 0.08
H -3.6319 9.9505 8.1077 0.1 0.0 0.0 0.08
H 8.9863 -13.4377 2.4314 0.0 0.1 0.1 0.08
H -0.4369 2.0228 -4.0378 0.6 -0.1 1.5 0.13
H -2.8100 10.9267 4.5109 0.1 -0.1 -0.1 0.08
H 1.6823 -0.5372 4.1649 1.0 -0.6 -1.4 0.12
H -4.8877 -0.6878 0.8681 0.1 0.0 0.1 0.09
H 2.4877 -13.3552 5.3514 0.0 0.0 -0.1 0.08
H -2.7206 9.2418 5.0708 0.1 0.0 -0.1 0.07
H 4.0399 2.6172 -4.2909 0.8 -0.4 1.4 0.14
H 0.2837 -9.8683 2.3325 0.0 -0.1 0.1 0.05
H -0.3028 8.7793 -4.9817 0.1 -0.1 0.1 0.09
H 1.7570 3.7793 3.4937 -1.0 -1.5 -0.8 0.15
H -3.0025 10.5311 9.6651 0.1 0.0 -0.1 0.08
H -2.0263 1.7535 -2.0945 0.3 -0.6 -0.2 0.04
H -6.0448 0.1174 -4.5687 0.1 0.1 0.1 0.04
H -7.3155 3.9467 -4.6985 -0.3 -0.3 0.4 0.01
H 0.6615 8.5709 -9.1493 -0.1 0.0 0.0 0.08
H -3.1471 -7.1837 1.7416 0.1 -0.1 0.0 0.08
H -5.3759 4.2013 -7.7977 0.0 0.1 0.1 0.08
H 2.8828 -14.9822 4.7544 0.0 0.1 -0.1 0.08
H -4.5035 -0.0410 -5.4402 0.0 0.1 0.1 0.05
H -0.5245 5.2315 -2.6479 -0.2 -1.2 -0.8 0.07
H 4.4951 0.3492 -2.2457 -1.2 1.4 -0.2 0.14
H 5.7438 -11.0352 6.3800 0.0 0.0 -0.2 0.08
H -0.6386 3.2984 -1.2170 0.8 0.1 -1.2 0.14
H -7.0235 3.6067 -2.9793 0.0 -0.1 -0.1 0.08
H -1.8476 4.8988 5.3025 0.0 0.1 0.1 0.06
H -3.8380 4.7753 -7.1148 -0.1 0.0 0.1 0.06
H -2.1850 -2.9353 -4.9841 0.0 0.1 -0.1 0.08
H 2.8757 0.6649 -3.0484 1.3 1.1 0.7 0.13
H -4.6800 -0.7359 -3.8137 0.0 0.1 0.0 0.08
H 1.9928 3.3128 -3.0311 -0.4 0.5 1.9 0.12
H 4.3741 -0.3671 2.6983 -1.2 1.2 0.0 0.11
H 3.1556 -2.3565 0.8100 -1.8 -0.6 0.7 0.12
H -2.6314 6.4274 4.8488 0.1 -0.1 0.1 0.08
H 1.3922 -0.5835 2.3583 1.3 -0.1 1.3 0.07
H -3.0402 -8.8812 2.2580 0.1 0.1 -0.1 0.08
H -0.9194 0.7559 -1.3543 -0.2 0.2 -0.6 0.06
H 1.7304 4.7378 -1.8214 -0.3 -1.7 -0.3 0.10
H 5.4126 0.0366 0.5336 -1.1 -0.3 -0.4 0.15
H 8.2089 -11.8979 2.0032 0.0 -0.1 0.1 0.08
H -0.9911 -2.3890 -6.1820 -0.1 0.0 0.0 0.08
H 6.6437 3.9486 -4.8495 0.0 0.1 -0.1 0.05
H -1.7464 -1.2150 -5.0807 -0.1 -0.1 -0.1 0.07
H 6.1793 -9.3163 6.2597 -0.1 0.0 -0.1 0.08
H -12.6509 1.1412 -2.3165 0.1 0.1 0.1 0.08
H 0.8473 1.3534 -2.7916 -1.8 0.7 -0.5 0.09
H -1.5405 10.4372 5.6577 -0.1 -0.1 -0.4 0.01
H 4.8167 -7.1383 1.0994 -0.1 0.1 0.1 0.08
H 3.7551 -2.4097 3.3275 -1.8 -0.1 -0.6 0.10
H 7.0634 5.6716 -4.9649 -0.1 -0.1 -0.1 0.08
H -11.2855 0.2913 -1.5597 0.0 0.1 0.0 0.08
H 0.6700 -9.2758 3.9636 0.0 -0.1 0.0 0.08
H -11.1051 0.9935 -3.1825 0.0 0.1 0.1 0.06
H 1.6685 -10.5437 3.2197 -0.1 0.1 0.1 0.04